18
Properties=species:S:1:pos:R:3 method="wB97M-V/def2-TZVPD" smiles="C=C(CC)CC#N.[H][H]" lumo_ev=0.95 homo_lumo_gap_ev=11.048 spin_multiplicity=1
C 2.156 0.072 -0.455
C 0.902 -0.502 0.193
C -0.354 0.318 0.028
C -1.524 -0.154 0.873
C -0.486 1.371 -0.776
C -1.284 0.150 2.290
N -1.049 0.411 3.393
H 2.036 0.183 -1.538
H 3.009 -0.591 -0.280
H 2.398 1.054 -0.035
H 1.078 -0.650 1.267
H 0.699 -1.506 -0.212
H -1.657 -1.240 0.773
H -2.459 0.321 0.561
H -1.305 -1.854 -2.022
H -1.428 1.909 -0.853
H 0.337 1.738 -1.381
H -1.136 -1.128 -2.028